(1)
A structure of composition O4P in a non-equilibrium geometry. Source: the Open Molecules 2025 dataset; level of theory: ωB97M-V/def2-TZVPD.

- Net charge: -1
- Orbital gap (spin up / spin down): 8.6 / 8.6 eV
- E_LUMO (spin up / spin down): 3.727 / 3.725 eV
- Energy relative to the best compared isomer or geometry (same formula, charge and spin): 4.774 eV

Last column: Mulliken charge in e.
CARTESIAN COORDINATES (ANGSTROEM)
1 O 0.639 2.150 0.409  -0.68
2 O -1.395 -0.348 0.957  -0.56
3 O 0.891 -1.129 -0.254  -0.29
4 O -0.038 -0.677 -1.270  -0.28
5 P -0.217 0.037 0.223  0.81

(2)
A cluster of 4 separate species, C24H59N6O9 in total in a non-equilibrium geometry. Source: the Open Molecules 2025 dataset; level of theory: ωB97M-V/def2-TZVPD.

- Net charge: +1
- Orbital gap: 5.6 eV
- E_LUMO: -4.435 eV

Last column: Mulliken charge in e.
CARTESIAN COORDINATES (ANGSTROEM)
1 N -0.338 -3.485 4.319  -0.58
2 C -0.787 -3.057 5.420  0.46
3 N -0.253 -1.997 6.180  -0.54
4 N -1.966 -3.635 5.960  -0.33
5 C -1.629 -4.701 6.920  -0.63
6 C -2.804 -5.641 7.100  -0.59
7 C -2.622 -6.724 8.174  -0.60
8 C -1.224 -7.344 8.255  -0.56
9 N -1.290 -8.860 8.052  -0.39
10 C -1.157 -9.130 6.704  0.26
11 N 0.045 -9.230 6.097  -0.38
12 N -2.283 -9.289 5.992  -0.26
13 H 0.515 -3.009 4.044  0.20
14 H 0.543 -1.573 5.725  0.28
15 H 0.055 -2.282 7.101  0.23
16 H -2.434 -2.906 6.487  0.32
17 H -1.244 -4.332 7.876  0.32
18 H -0.807 -5.246 6.457  0.34
19 H -3.651 -5.031 7.408  0.32
20 H -3.079 -6.074 6.143  0.17
21 H -3.299 -7.535 7.923  0.34
22 H -2.957 -6.370 9.141  0.42
23 H -0.544 -6.939 7.513  0.37
24 H -0.823 -7.195 9.247  0.38
25 H -0.488 -9.268 8.531  0.33
26 H 0.795 -8.780 6.612  0.33
27 H 0.030 -8.884 5.139  0.30
28 H -2.476 -8.800 5.135  0.26
29 H -2.957 -9.969 6.304  0.28
30 C -2.219 -3.498 1.564  -0.75
31 O -2.329 -2.791 0.350  -0.28
32 C -3.581 -2.141 0.223  -0.53
33 C -3.520 -1.064 -0.837  -0.49
34 O -2.935 0.148 -0.385  -0.48
35 C -1.522 0.165 -0.250  -0.22
36 C -0.784 0.262 -1.566  -0.30
37 O -0.702 -1.010 -2.186  -0.33
38 C -0.342 -0.872 -3.543  -0.76
39 H -2.998 -4.267 1.643  0.34
40 H -1.245 -3.979 1.587  0.27
41 H -2.290 -2.819 2.419  0.26
42 H -3.872 -1.690 1.180  0.33
43 H -4.334 -2.888 -0.065  0.44
44 H -4.547 -0.801 -1.099  0.40
45 H -3.029 -1.430 -1.741  0.19
46 H -1.168 -0.687 0.334  0.23
47 H -1.306 1.071 0.319  0.19
48 H 0.240 0.622 -1.383  0.24
49 H -1.300 0.974 -2.223  0.33
50 H -1.101 -0.296 -4.084  0.31
51 H -0.276 -1.864 -3.984  0.35
52 H 0.629 -0.374 -3.634  0.28
53 C 4.602 6.443 -0.224  -0.77
54 O 3.237 6.160 -0.426  -0.26
55 C 2.891 6.161 -1.801  -0.70
56 C 1.576 5.449 -2.019  -0.54
57 O 1.690 4.033 -2.044  -0.27
58 C 1.859 3.380 -0.797  -0.75
59 C 0.586 3.285 0.013  -0.33
60 O 0.325 4.494 0.699  -0.36
61 C -1.008 4.563 1.151  -0.74
62 H 4.866 7.427 -0.628  0.31
63 H 4.787 6.441 0.848  0.23
64 H 5.234 5.680 -0.693  0.33
65 H 3.673 5.665 -2.390  0.36
66 H 2.797 7.203 -2.137  0.46
67 H 1.216 5.722 -3.013  0.42
68 H 0.827 5.773 -1.294  0.28
69 H 2.665 3.831 -0.214  0.20
70 H 2.163 2.362 -1.052  0.49
71 H 0.692 2.483 0.761  0.54
72 H -0.247 3.042 -0.658  0.20
73 H -1.709 4.534 0.309  0.31
74 H -1.130 5.509 1.675  0.27
75 H -1.235 3.742 1.842  0.29
76 C 1.869 5.251 -10.230  -0.77
77 O 2.033 4.408 -9.113  -0.25
78 C 3.380 4.354 -8.679  -0.59
79 C 3.465 3.818 -7.268  -0.40
80 O 3.181 4.786 -6.269  -0.44
81 C 1.816 5.131 -6.085  -0.58
82 C 1.016 4.086 -5.341  -0.47
83 O 0.623 3.039 -6.215  -0.36
84 C 0.203 1.901 -5.503  -0.89
85 H 2.473 4.907 -11.078  0.32
86 H 0.819 5.228 -10.512  0.23
87 H 2.146 6.283 -9.986  0.32
88 H 3.830 5.354 -8.714  0.34
89 H 3.937 3.687 -9.352  0.44
90 H 4.501 3.524 -7.089  0.39
91 H 2.841 2.930 -7.148  0.17
92 H 1.340 5.390 -7.033  0.22
93 H 1.836 6.032 -5.467  0.49
94 H 0.108 4.553 -4.931  0.54
95 H 1.615 3.688 -4.514  0.20
96 H 1.022 1.498 -4.897  0.36
97 H -0.101 1.146 -6.226  0.39
98 H -0.651 2.138 -4.855  0.35

(3)
A structure of composition C10H21HgNO10 in a non-equilibrium geometry. Source: the Open Molecules 2025 dataset; level of theory: ωB97M-V/def2-TZVPD.

- <S²>: 0.7593
- Net charge: -1
- Orbital gap (spin up / spin down): 4.9 / 4.8 eV
- Multiplicity: 2
- E_LUMO (spin up / spin down): 2.549 / 2.404 eV

Last column: Löwdin spin population.
CARTESIAN COORDINATES (ANGSTROEM)
1 Hg -15.148 14.393 -11.457  0.00
2 C -17.855 13.651 -11.903  0.00
3 O -18.418 13.647 -12.963  0.48
4 O -17.094 12.710 -11.693  0.31
5 O -17.559 14.780 -11.473  0.22
6 C -13.873 13.445 -13.765  0.00
7 O -13.178 12.848 -14.538  0.00
8 O -15.063 13.360 -13.564  0.00
9 O -13.316 14.043 -12.876  0.00
10 C -13.301 16.665 -10.153  0.00
11 C -13.836 17.400 -11.384  0.00
12 O -15.182 16.841 -11.538  0.00
13 O -13.231 15.311 -10.301  0.00
14 H -13.953 16.815 -9.293  0.00
15 H -12.249 16.857 -9.941  0.00
16 H -13.092 17.142 -12.138  0.00
17 H -13.809 18.449 -11.088  0.00
18 H -15.630 17.392 -12.184  0.00
19 H -12.411 15.150 -10.775  0.00
20 C -16.523 15.672 -8.742  0.00
21 O -15.598 14.765 -9.218  0.00
22 C -15.407 13.553 -8.321  0.00
23 C -14.423 12.559 -8.892  0.00
24 N -14.629 12.306 -10.297  0.00
25 C -13.773 11.298 -10.928  0.00
26 C -13.652 9.981 -10.219  0.00
27 O -14.893 9.301 -10.310  0.00
28 C -14.778 8.020 -9.704  0.00
29 H -17.425 15.107 -8.507  0.00
30 H -16.907 16.263 -9.574  0.00
31 H -16.095 16.229 -7.909  0.00
32 H -16.398 13.147 -8.117  0.00
33 H -15.017 13.925 -7.374  0.00
34 H -14.617 11.618 -8.377  0.00
35 H -13.435 12.903 -8.589  0.00
36 H -15.361 11.609 -10.296  0.00
37 H -12.746 11.653 -11.019  0.00
38 H -14.080 11.169 -11.966  0.00
39 H -13.357 9.927 -9.171  0.00
40 H -12.846 9.468 -10.743  0.00
41 H -15.670 7.451 -9.441  0.00
42 H -14.041 7.888 -8.912  0.00
43 H -14.309 7.421 -10.485  0.00

(4)
A cluster of 6 separate species, C27H47BrF5NO19P in total in a non-equilibrium geometry. Source: the Open Molecules 2025 dataset; level of theory: ωB97M-V/def2-TZVPD.

- Net charge: +1
- Orbital gap: 7.8 eV
- E_LUMO: -4.309 eV

Last column: Mulliken charge in e.
CARTESIAN COORDINATES (ANGSTROEM)
1 C 3.372 1.982 0.657  -1.33
2 C 2.142 1.643 0.265  -0.68
3 C 1.758 0.855 -0.979  2.44
4 P 0.819 2.106 -2.079  0.45
5 O 0.513 1.192 -3.410  -0.55
6 Br 2.543 3.312 -2.808  -0.24
7 C 2.963 0.197 -1.696  -1.30
8 C 2.633 -1.239 -1.786  -0.02
9 N 1.515 -1.548 -1.216  0.42
10 C 1.118 -2.974 -1.115  0.42
11 F 1.763 -3.606 -2.080  -0.31
12 F -0.156 -3.080 -1.308  -0.22
13 C 1.544 -3.610 0.258  0.74
14 F 1.703 -4.881 0.131  -0.27
15 F 2.697 -3.056 0.614  -0.20
16 F 0.665 -3.375 1.168  -0.19
17 C 0.746 -0.338 -0.749  -0.63
18 C 0.069 -0.400 0.636  -0.94
19 O -1.056 -1.236 0.662  -0.40
20 C -2.240 -0.707 0.078  0.36
21 O -3.280 -1.508 0.550  -0.38
22 C -4.554 -0.866 0.605  -0.19
23 C -5.331 -0.978 -0.704  -0.44
24 O -4.962 0.117 -1.558  -0.49
25 H 3.533 2.583 1.556  0.28
26 H 4.276 1.709 0.105  0.28
27 H 1.297 1.997 0.868  0.38
28 H 1.303 0.927 -3.909  0.35
29 H 3.848 0.206 -1.025  0.35
30 H 3.355 0.660 -2.613  0.37
31 H 3.289 -1.987 -2.238  0.66
32 H -0.076 -0.243 -1.479  0.20
33 H -0.199 0.638 0.903  0.52
34 H 0.765 -0.758 1.411  0.14
35 H -2.369 0.355 0.367  -0.17
36 H -2.179 -0.768 -1.030  0.21
37 H -4.451 0.197 0.867  0.13
38 H -5.121 -1.353 1.414  0.36
39 H -5.101 -1.939 -1.195  0.23
40 H -6.413 -0.956 -0.486  0.45
41 H -5.630 0.205 -2.259  0.28
42 C -4.210 3.921 4.342  -0.67
43 O -4.157 3.137 3.143  -0.31
44 C -3.586 3.749 2.107  0.76
45 O -3.111 4.855 2.108  -0.58
46 O -3.609 2.921 1.062  -0.17
47 C -3.024 3.452 -0.134  -0.74
48 H -4.697 3.295 5.084  0.22
49 H -3.207 4.180 4.674  0.29
50 H -4.791 4.827 4.180  0.30
51 H -1.975 3.702 0.028  0.28
52 H -3.563 4.340 -0.460  0.43
53 H -3.116 2.665 -0.878  0.14
54 C -9.831 -3.922 -2.320  -0.60
55 O -9.020 -4.676 -3.227  -0.32
56 C -7.713 -4.455 -3.121  0.83
57 O -7.183 -3.692 -2.349  -0.54
58 O -7.084 -5.220 -4.013  -0.31
59 C -5.661 -5.090 -4.010  -0.60
60 H -10.856 -4.213 -2.529  0.22
61 H -9.578 -4.163 -1.290  0.29
62 H -9.705 -2.855 -2.492  0.28
63 H -5.252 -5.374 -3.042  0.29
64 H -5.369 -4.069 -4.248  0.27
65 H -5.300 -5.768 -4.778  0.21
66 C 2.793 7.433 -0.770  -0.53
67 O 2.121 7.736 0.454  -0.35
68 C 1.107 6.917 0.733  0.80
69 O 0.748 5.988 0.047  -0.55
70 O 0.564 7.293 1.888  -0.35
71 C -0.462 6.412 2.362  -0.51
72 H 3.606 8.148 -0.859  0.23
73 H 3.192 6.420 -0.738  0.21
74 H 2.116 7.536 -1.616  0.28
75 H -0.044 5.426 2.565  0.22
76 H -1.269 6.327 1.641  0.30
77 H -0.838 6.848 3.282  0.27
78 C 8.866 -3.211 -3.886  -0.63
79 O 8.160 -2.875 -2.682  -0.32
80 C 7.187 -3.721 -2.361  0.77
81 O 6.845 -4.692 -2.983  -0.54
82 O 6.629 -3.304 -1.212  -0.32
83 C 5.585 -4.152 -0.736  -0.49
84 H 9.619 -2.439 -4.011  0.22
85 H 9.342 -4.184 -3.787  0.30
86 H 8.188 -3.216 -4.737  0.30
87 H 5.952 -5.156 -0.531  0.40
88 H 4.774 -4.210 -1.465  0.20
89 H 5.227 -3.700 0.186  0.12
90 C 2.983 -2.812 3.714  -0.51
91 O 3.364 -2.022 4.841  -0.32
92 C 3.179 -0.712 4.661  0.72
93 O 2.742 -0.199 3.655  -0.48
94 O 3.556 -0.077 5.762  -0.35
95 C 3.415 1.347 5.722  -0.60
96 H 3.170 -3.849 3.979  0.32
97 H 1.925 -2.672 3.496  0.22
98 H 3.587 -2.537 2.852  0.21
99 H 2.373 1.623 5.573  0.28
100 H 4.029 1.768 4.927  0.28
101 H 3.760 1.706 6.686  0.22

Look up the net charge of the first one.
-1

Number 1 is which compound?
O4P